{
  "formula": "C3H3O2Rb",
  "method": "wB97M-V/def2-TZVPD",
  "symbols": ["C", "O", "C", "C", "O", "H", "H", "H", "Rb"],
  "xyz": [[0.383, -1.079, 0.090], [-0.809, 0.957, -0.068], [1.349, -0.192, 0.148], [-0.992, -0.402, -0.042], [2.206, 0.620, 0.193], [0.582, -2.142, -0.042], [-1.468, -0.789, -0.969], [-1.612, -0.733, 0.819], [0.362, 3.760, -0.128]],
  "forces_ev_per_a": [[0.25, 0.01, -0.27], [0.06, 0.87, -0.02], [0.17, 0.23, -0.08], [0.22, 0.55, 0.11], [-0.44, -0.49, 0.05], [0.09, 0.29, 0.19], [0.01, -0.07, 0.18], [0.00, -0.05, -0.20], [-0.36, -1.33, 0.05]],
  "homo_ev": -6.5,
  "lumo_ev": -0.953,
  "orbital_gap_ev": 5.542,
  "e_above_lowest_ev": 0.068
}